Entry 1:
ORCA calculation (ωB97M-V/def2-TZVPD) on 2 unconnected molecules or ions with the total composition CH8NO in a non-equilibrium geometry.

XYZ file:
```
11
Properties=species:S:1:pos:R:3:forces:R:3:lowdin_charge:R:1
C 0.27600 0.41742 0.15778 -0.302 0.775 -0.582 -0.013
N -0.48488 1.22812 1.18274 -0.071 -0.421 -0.024 0.153
H 1.32464 0.51625 0.41038 0.059 -0.518 0.027 0.111
H -0.13369 -0.57843 0.04713 0.314 -0.236 0.564 0.073
H 0.11305 0.87694 -0.81404 0.034 0.260 0.046 0.104
H -0.20487 2.20862 1.15845 -0.016 0.027 0.067 0.170
H -0.29899 0.85673 2.11609 -0.022 0.132 0.052 0.171
H -1.49477 1.17721 1.03538 0.033 0.059 -0.047 0.172
H 0.12771 -2.93440 -1.50613 0.196 -0.080 0.397 0.060
H 0.29630 -1.73247 -2.34372 0.244 0.242 0.062 0.057
O 0.47950 -2.03600 -1.44405 -0.469 -0.240 -0.560 -0.059
```
Forces are in eV/Å.

Summary:
E_HOMO, Ha: -0.563
LUMO level, eV: -4.0
Orbital gap, eV: 11.35
Charge: +1
Largest force on an atom, Eh/bohr: 0.01975

Entry 2:
ORCA calculation (ωB97M-V/def2-TZVPD) on 2 unconnected molecules or ions with the total composition CH8NO in a non-equilibrium geometry.

XYZ file:
```
11
Properties=species:S:1:pos:R:3:forces:R:3:lowdin_charge:R:1
C -1.24766 0.46139 1.25722 -2.662 1.140 -2.335 -0.054
N 0.16033 0.63009 1.50127 2.094 -1.374 1.966 0.124
H -1.44708 1.27370 0.53820 -0.750 -0.585 0.161 0.114
H -1.94223 0.56594 2.10766 0.938 0.076 -0.045 0.122
H -1.44256 -0.50391 0.76042 0.263 0.427 0.325 0.122
H 0.71997 0.12716 0.78331 -0.254 0.418 0.560 0.191
H 0.26296 0.12781 2.40614 1.067 0.409 -0.525 0.186
H 0.55455 1.58610 1.61190 -0.683 -0.548 -0.100 0.195
O 1.44861 -1.73398 -3.40252 -0.015 1.043 -0.557 -0.092
H 1.08164 -0.83158 -3.26384 0.429 -0.981 -0.372 0.036
H 1.85143 -1.70275 -4.29975 -0.427 -0.024 0.924 0.056
```
Forces are in eV/Å.

Summary:
E_HOMO, Ha: -0.519
LUMO level, eV: -4.3
Orbital gap, eV: 9.81
Charge: +1
Largest force on an atom, Eh/bohr: 0.07234

Entry 3:
ORCA calculation (ωB97M-V/def2-TZVPD) on 3 unconnected molecules or ions with the total composition CH8NO2 in a non-equilibrium geometry.

XYZ file:
```
12
Properties=species:S:1:pos:R:3:forces:R:3:lowdin_charge:R:1
C -1.09922 0.53587 -0.45485 0.308 0.442 -0.087 0.131
N 0.08374 0.99145 -0.29305 0.018 0.009 0.245 0.169
H -1.41808 0.18849 -1.43677 -0.495 0.866 0.048 0.109
H -1.71800 0.58532 0.43714 -0.083 -1.414 0.033 0.127
H 0.60191 0.78873 0.61013 -0.375 1.286 0.154 0.088
H 0.53747 1.52407 -1.02543 0.640 -1.075 -0.545 0.157
H 1.47939 -0.02258 2.58670 0.092 0.083 -0.010 0.089
H 1.07753 1.46711 2.65188 0.117 -0.005 0.085 0.087
O 1.37721 0.77452 2.05081 -0.174 -0.168 0.042 -0.020
H 0.01632 -2.30417 -2.42437 0.010 0.057 -0.045 0.061
H -0.62532 -2.63597 -1.08470 0.050 0.058 -0.106 0.060
O -0.31295 -1.89284 -1.61749 -0.108 -0.140 0.187 -0.057
```
Forces are in eV/Å.

Summary:
E_HOMO, Ha: -0.577
LUMO level, eV: -5.2
Orbital gap, eV: 10.51
Charge: +1
Largest force on an atom, Eh/bohr: 0.02755